Density functional theory data (the ωB97M-V functional and the def2-TZVPD basis) for C35H44InN2O2P3 as an isolated structure at a distorted geometry.

As for the LUMO energy: 0.0212 Eh. The value obtained for the relative energy (zero: lowest compared OMol25 entry of this formula, charge and spin) is 0.0000 eV. Its total charge is 0. The calculation puts the calculated total energy at -77123.7382 eV.

Geometry as XYZ:
```
87
C35H44InN2O2P3, DFT the ωB97M-V functional and the def2-TZVPD basis
C 0.88 -4.88 -0.77
C 0.31 -3.60 -1.06
N -0.29 -2.90 -0.03
C -0.34 -3.41 1.20
C 0.24 -4.64 1.51
C 0.86 -5.38 0.51
C 0.34 -3.07 -2.37
P -0.14 -1.40 -2.71
In -0.88 -0.43 -0.43
P -2.08 -1.26 1.78
C -0.98 -2.63 2.34
C -2.14 1.22 -1.32
C -1.53 2.41 -1.71
C -2.32 3.56 -1.94
C -3.71 3.48 -1.81
C -4.32 2.26 -1.51
C -3.53 1.11 -1.28
O -2.23 -4.69 -2.89
O -3.36 -4.27 -0.45
H 1.37 -5.41 -1.59
H 0.18 -4.99 2.54
H 1.31 -6.34 0.75
C 1.31 -0.50 -3.35
C -1.39 -1.45 -4.04
H -1.58 -3.32 2.96
H -0.19 -2.18 2.98
H -1.26 -4.57 -2.92
H 0.84 -3.69 -3.13
C -2.07 -0.09 3.17
C -3.69 -2.11 1.73
H -0.44 2.49 -1.83
H -1.85 4.51 -2.22
H -4.33 4.38 -1.94
H -5.42 2.21 -1.46
H -4.01 0.16 -1.08
H -4.52 -2.58 -2.08
H -4.25 -4.65 -0.54
H -2.93 -4.41 -1.34
H -2.39 -5.56 -3.30
H -4.22 -1.90 -1.96
H 1.65 -0.94 -4.30
H 1.05 0.55 -3.50
H 2.12 -0.55 -2.61
H -0.91 -1.55 -5.02
H -2.08 -2.30 -3.87
H -1.96 -0.52 -4.00
H -3.92 -2.54 2.72
H -4.46 -1.38 1.46
H -3.66 -2.91 0.96
H -2.49 -0.54 4.08
H -1.04 0.25 3.37
H -2.66 0.80 2.88
N 0.76 0.39 0.33
P 1.66 1.55 0.86
C 3.27 0.80 1.23
C 3.39 -0.60 1.12
C 4.65 -1.20 1.24
C 5.78 -0.40 1.47
C 5.65 0.99 1.62
C 4.39 1.59 1.50
C 2.04 2.83 -0.38
C 1.59 4.15 -0.22
C 1.68 5.05 -1.28
C 2.25 4.66 -2.50
C 2.82 3.39 -2.62
C 2.72 2.48 -1.56
C 1.02 2.37 2.35
C 1.70 2.30 3.58
C 1.17 2.94 4.71
C -0.04 3.63 4.63
C -0.74 3.67 3.42
C -0.22 3.03 2.29
H 2.50 -1.20 0.91
H 4.76 -2.28 1.16
H 6.77 -0.86 1.53
H 6.52 1.61 1.82
H 4.28 2.67 1.60
H 1.19 4.48 0.74
H 1.30 6.07 -1.15
H 2.29 5.37 -3.33
H 3.34 3.12 -3.54
H 3.18 1.49 -1.65
H 2.65 1.76 3.64
H 1.72 2.89 5.66
H -0.42 4.17 5.50
H -1.69 4.20 3.36
H -0.78 3.07 1.35
```



Density functional theory data (the ωB97M-V functional and the def2-TZVPD basis) for C35H45AsN7O2S3Sn as an isolated structure.

As for the LUMO energy: -0.1231 Eh. The value obtained for the relative energy (zero: lowest compared OMol25 entry of this formula, charge and spin) is 0.8059 eV. Its total charge is +1. The calculation puts the calculated total energy at -150719.9982 eV.

Geometry as XYZ:
```
94
C35H45AsN7O2S3Sn, DFT the ωB97M-V functional and the def2-TZVPD basis
Sn 0.04 -0.32 -0.01
C -0.49 4.51 5.83
C -0.06 3.63 4.68
C 1.26 3.41 4.39
C 1.62 2.65 3.24
C 2.91 2.60 2.70
N 4.05 2.64 3.35
C 4.23 2.13 4.72
C 3.65 0.72 4.85
C 4.24 -0.28 3.84
N 3.24 -1.21 3.33
C 3.11 -2.46 3.71
C 2.08 -3.31 3.30
C 2.04 -4.63 3.81
C 1.01 -5.48 3.53
C 0.95 -6.89 4.07
C -0.04 -4.97 2.74
C -0.07 -3.71 2.20
C -1.29 -3.32 1.48
N -1.54 -2.22 0.89
C -2.88 -2.09 0.30
C -3.65 -0.90 0.88
C -3.14 0.47 0.46
N -1.85 0.82 1.08
C -1.87 1.71 1.98
C -0.74 2.23 2.76
C -1.03 3.05 3.83
C 0.64 1.96 2.45
O 1.02 1.14 1.59
C 1.04 -2.82 2.42
O 1.13 -1.68 1.89
H 0.34 4.71 6.51
H -1.29 4.04 6.40
H -0.86 5.47 5.46
H 2.02 3.92 4.96
H 2.97 2.48 1.61
H 4.88 2.71 2.79
H 3.74 2.77 5.45
H 5.30 2.14 4.93
H 2.58 0.77 4.68
H 3.81 0.36 5.87
H 5.06 -0.85 4.29
H 4.64 0.25 2.97
H 2.50 -0.89 2.69
H 3.86 -2.84 4.40
H 2.86 -4.96 4.44
H 1.84 -7.14 4.65
H 0.87 -7.62 3.25
H 0.07 -7.03 4.71
H -0.90 -5.62 2.56
H -2.07 -4.09 1.51
H -3.47 -3.00 0.47
H -2.77 -1.94 -0.77
H -3.65 -0.97 1.98
H -4.68 -0.98 0.54
H -3.89 1.22 0.72
H -3.00 0.49 -0.63
H -2.83 2.16 2.24
H -2.08 3.26 4.04
C 0.71 5.78 -1.73
S -0.26 4.80 -2.89
C 0.23 3.13 -2.53
S 0.91 2.61 -1.05
N -0.13 2.33 -3.49
N 0.14 1.00 -3.23
C 1.30 0.58 -3.60
C 1.88 -0.77 -3.57
C 2.84 -1.07 -4.53
C 3.42 -2.32 -4.56
C 3.03 -3.25 -3.61
C 2.09 -2.87 -2.67
N 1.53 -1.66 -2.64
H 0.10 6.64 -1.43
H 1.62 6.13 -2.21
H 0.95 5.17 -0.86
H 1.89 1.35 -4.08
H 3.11 -0.31 -5.26
H 4.17 -2.57 -5.30
H 3.46 -4.25 -3.59
H 1.77 -3.55 -1.89
C -3.01 -2.26 -4.88
As -3.87 -1.55 -3.27
C -4.93 -0.15 -4.12
C -5.28 -2.90 -3.11
S -1.22 0.08 -2.66
H -3.75 -2.44 -5.66
H -2.50 -3.19 -4.64
H -2.28 -1.54 -5.24
H -5.43 -0.53 -5.01
H -4.27 0.68 -4.40
H -5.68 0.23 -3.43
H -5.81 -3.05 -4.06
H -6.00 -2.60 -2.35
H -4.84 -3.85 -2.81
```



Density functional theory data (the ωB97M-V functional and the def2-TZVPD basis) for C35H45N4O4P2SSbTi as an isolated structure.

As for the LUMO energy (alpha / beta): -0.3141 / -0.3170 Eh. Its multiplicity is 2. The value obtained for the relative energy (zero: lowest compared OMol25 entry of this formula, charge and spin) is 0.9793 eV. Its total charge is +3. The calculation puts the calculated total energy at -110224.5406 eV.

Geometry as XYZ:
```
93
C35H45N4O4P2SSbTi, DFT the ωB97M-V functional and the def2-TZVPD basis
Ti 0.09 0.09 0.82
N 1.45 3.17 -0.33
C 0.40 3.36 -1.33
C -0.42 4.65 -1.11
C -1.54 4.94 -2.11
C -1.09 5.00 -3.58
N -1.65 3.92 -4.38
C -2.60 4.01 -5.30
N -3.17 2.89 -5.75
N -3.00 5.18 -5.80
C -0.53 2.14 -1.42
O -1.18 1.94 -2.42
O -0.57 1.33 -0.38
H 1.14 3.56 0.56
H 2.27 3.71 -0.59
H 0.88 3.40 -2.31
H 0.30 5.47 -1.11
H -0.85 4.61 -0.10
H -1.98 5.90 -1.82
H -2.33 4.20 -2.01
H 0.00 4.93 -3.66
H -1.33 5.96 -4.02
H -1.49 3.00 -3.96
H -2.89 1.99 -5.40
H -3.81 2.90 -6.53
H -2.53 6.04 -5.58
H -3.67 5.21 -6.55
O -1.54 -1.01 1.12
P -2.16 -1.49 2.45
C -0.85 -2.24 3.48
P 0.58 -2.69 2.45
O 1.04 -1.39 1.76
C 0.03 -3.89 1.26
C 0.09 -3.63 -0.11
C -0.37 -4.58 -1.01
C -0.90 -5.77 -0.55
C -0.96 -6.04 0.81
C -0.50 -5.10 1.72
C 1.83 -3.39 3.49
C 2.01 -2.96 4.80
C 3.04 -3.50 5.56
C 3.89 -4.45 5.01
C 3.72 -4.87 3.70
C 2.69 -4.35 2.94
C -2.78 -0.08 3.36
C -3.25 1.00 2.62
C -3.78 2.10 3.28
C -3.85 2.11 4.67
C -3.39 1.02 5.40
C -2.85 -0.08 4.75
C -3.38 -2.74 2.13
C -3.53 -3.22 0.83
C -4.46 -4.22 0.59
C -5.22 -4.73 1.63
C -5.06 -4.25 2.92
C -4.14 -3.25 3.18
H -1.24 -3.13 4.00
H -0.51 -1.53 4.23
H 0.52 -2.70 -0.47
H -0.31 -4.38 -2.08
H -1.25 -6.51 -1.26
H -1.36 -6.98 1.16
H -0.53 -5.32 2.78
H 1.36 -2.23 5.25
H 3.17 -3.18 6.59
H 4.69 -4.87 5.61
H 4.37 -5.62 3.28
H 2.54 -4.70 1.92
H -3.21 0.99 1.54
H -4.16 2.94 2.72
H -4.28 2.96 5.18
H -3.46 1.03 6.48
H -2.50 -0.92 5.33
H -2.93 -2.82 0.02
H -4.59 -4.60 -0.42
H -5.94 -5.51 1.44
H -5.66 -4.65 3.73
H -4.04 -2.86 4.18
C 3.41 -1.89 -0.93
Sb 2.62 0.05 -0.53
C 4.06 0.75 0.87
C 3.17 1.07 -2.31
H 4.49 -1.83 -0.96
H 3.04 -2.26 -1.89
H 3.11 -2.59 -0.14
H 5.07 0.63 0.45
H 3.99 0.16 1.78
H 3.88 1.80 1.08
H 3.96 0.50 -2.81
H 3.56 2.05 -2.04
H 2.33 1.18 -2.98
S 1.08 2.30 3.51
C 0.67 1.37 2.41
```



Density functional theory data (the ωB97M-V functional and the def2-TZVPD basis) for C35H46BrGeNOPdSi as an isolated structure at a distorted geometry.

As for the LUMO energy (alpha / beta): -0.3876 / -0.4358 Eh. Its multiplicity is 2. Its total charge is +3. The calculation puts the calculated total energy at -178466.9215 eV.

Geometry as XYZ:
```
87
C35H46BrGeNOPdSi, DFT the ωB97M-V functional and the def2-TZVPD basis
Pd 0.21 -0.64 -0.43
O -4.25 2.27 2.96
C -3.45 1.49 2.26
C -3.67 0.12 2.02
C -2.74 -0.57 1.28
N -1.63 -0.02 0.77
C -1.46 1.28 1.01
Br 0.14 1.99 0.24
C -2.30 2.09 1.73
H -5.03 1.81 3.29
H -4.55 -0.38 2.40
H -2.89 -1.63 1.07
H -2.11 3.15 1.88
C -4.69 0.55 -2.73
C -4.20 -0.59 -2.11
C -2.85 -0.87 -2.15
C -1.98 -0.02 -2.84
C -2.48 1.16 -3.44
C -3.84 1.42 -3.40
Ge -0.11 -0.31 -2.95
C 0.96 1.08 -3.72
C 0.86 1.09 -5.12
C 1.54 2.05 -5.85
C 2.34 2.98 -5.21
C 2.46 2.96 -3.83
C 1.78 2.01 -3.09
C 0.46 -2.02 -3.53
C 1.81 -2.18 -3.90
C 2.27 -3.41 -4.33
C 1.40 -4.50 -4.37
C 0.07 -4.36 -3.99
C -0.40 -3.13 -3.57
H -5.76 0.76 -2.71
H -4.89 -1.26 -1.60
H -2.48 -1.77 -1.68
H -1.81 1.83 -3.96
H -4.23 2.30 -3.88
H 0.25 0.36 -5.64
H 1.44 2.06 -6.93
H 2.87 3.72 -5.79
H 3.09 3.69 -3.33
H 1.88 2.02 -2.01
H 2.47 -1.33 -3.90
H 3.30 -3.53 -4.65
H 1.76 -5.46 -4.71
H -0.60 -5.20 -4.06
H -1.45 -3.02 -3.32
C 4.50 -2.06 0.91
C 3.42 -1.03 0.52
C 3.30 -0.90 -1.02
C 3.77 0.34 1.10
Si 1.73 -1.72 1.02
C 1.21 -3.54 0.69
C -0.32 -3.69 0.60
C 1.80 -4.49 1.74
C 1.80 -3.88 -0.69
C 1.29 -1.23 3.27
C 2.53 -1.79 3.89
C 0.00 -1.94 3.54
C 1.15 0.26 3.28
H 5.46 -1.68 0.53
H 4.35 -3.04 0.47
H 4.61 -2.17 1.99
H 4.19 -0.39 -1.39
H 2.45 -0.26 -1.32
H 3.22 -1.85 -1.54
H 4.69 0.68 0.63
H 3.96 0.32 2.17
H 3.01 1.09 0.88
H -0.82 -3.59 1.56
H -0.54 -4.69 0.22
H -0.78 -2.98 -0.10
H 1.40 -4.36 2.74
H 2.89 -4.44 1.78
H 1.55 -5.51 1.43
H 1.44 -3.23 -1.49
H 1.47 -4.90 -0.93
H 2.89 -3.90 -0.71
H 2.71 -2.84 3.68
H 2.36 -1.72 4.97
H 3.43 -1.20 3.67
H 0.09 -3.02 3.58
H -0.79 -1.65 2.86
H -0.31 -1.60 4.54
H 2.02 0.81 2.94
H 1.00 0.53 4.33
H 0.26 0.59 2.74
```



Density functional theory data (the ωB97M-V functional and the def2-TZVPD basis) for C35H46CoN6O5S as an isolated structure.

As for the LUMO energy (alpha / beta): -0.0074 / -0.0074 Eh. Its multiplicity is 2. The value obtained for the relative energy (zero: lowest compared OMol25 entry of this formula, charge and spin) is 0.0000 eV. Its total charge is 0. The calculation puts the calculated total energy at -104679.0811 eV.

Geometry as XYZ:
```
94
C35H46CoN6O5S, DFT the ωB97M-V functional and the def2-TZVPD basis
Co 0.31 0.86 -0.13
C -0.82 -5.10 -3.86
C -0.62 -4.00 -2.85
C -0.51 -4.29 -1.49
C -0.32 -3.30 -0.50
C -0.20 -3.67 0.85
N -0.21 -2.79 1.91
C 0.75 -2.98 2.97
C 2.21 -2.98 2.50
C 2.58 -1.77 1.65
N 4.03 -1.85 1.40
C 4.88 -0.86 1.26
C 4.65 0.49 0.99
C 5.70 1.40 1.34
C 5.59 2.74 1.19
C 6.67 3.71 1.58
C 4.36 3.23 0.65
C 3.33 2.43 0.25
C 2.15 3.12 -0.26
N 0.96 2.67 -0.39
C -0.03 3.63 -0.89
C -0.89 3.03 -1.99
C -0.11 2.03 -2.84
N -0.01 0.77 -2.12
C -0.28 -0.29 -2.80
C -0.32 -1.64 -2.30
C -0.52 -2.68 -3.24
C -0.24 -1.91 -0.92
O -0.10 -1.00 -0.03
C 3.48 0.97 0.26
O 2.75 0.22 -0.38
H -0.84 -6.08 -3.38
H -1.76 -4.98 -4.40
H -0.02 -5.11 -4.61
H -0.58 -5.33 -1.17
H -0.14 -4.72 1.10
H -0.28 -1.82 1.59
H 0.60 -2.19 3.71
H 0.55 -3.94 3.47
H 2.86 -3.04 3.37
H 2.38 -3.89 1.90
H 2.03 -1.73 0.71
H 2.38 -0.83 2.16
H 4.43 -2.76 1.54
H 5.92 -1.16 1.42
H 6.61 0.98 1.76
H 7.57 3.18 1.88
H 6.93 4.37 0.75
H 6.36 4.34 2.42
H 4.25 4.30 0.56
H 2.32 4.17 -0.51
H -0.67 3.95 -0.06
H 0.49 4.52 -1.26
H -1.74 2.50 -1.55
H -1.28 3.83 -2.62
H -0.59 1.89 -3.81
H 0.90 2.42 -3.03
H -0.52 -0.17 -3.86
H -0.60 -2.42 -4.29
C -3.81 4.42 0.62
S -3.07 2.93 1.30
C -4.62 2.10 1.65
O -2.52 3.34 2.63
H -4.50 4.85 1.35
H -4.32 4.18 -0.31
H -3.00 5.12 0.42
H -5.20 2.73 2.32
H -4.36 1.15 2.13
H -5.14 1.89 0.72
C -1.16 0.33 3.62
O -0.77 0.17 2.26
C 0.01 1.09 1.62
C 0.48 2.17 2.54
H -1.78 -0.54 3.85
H -1.73 1.25 3.77
H -0.30 0.32 4.29
H 1.05 1.73 3.37
H -0.35 2.74 2.97
H 1.14 2.86 2.03
N -3.82 -2.46 -4.39
C -3.65 -1.30 -3.71
O -3.56 -0.23 -4.28
C -3.59 -1.39 -2.21
C -3.57 -2.58 -1.49
C -3.41 -2.52 -0.12
C -3.29 -1.28 0.48
N -3.35 -0.13 -0.19
C -3.48 -0.20 -1.50
H -3.78 -2.41 -5.39
H -3.74 -3.36 -3.95
H -3.63 -3.55 -1.97
H -3.35 -3.42 0.48
H -3.12 -1.20 1.55
H -3.50 0.73 -2.06
```